DFT (the ωB97M-V functional and the def2-TZVPD basis) results for one molecule with the formula C24H29N5O2 in a non-equilibrium geometry.

```
! wB97M-V def2-TZVPD RIJCOSX def2/J DEFGRID3
* xyz 0 1
O -0.5970 2.1313 0.8289
O 3.5160 -1.4936 1.9670
N -1.8923 -3.6269 0.9699
N -3.0532 -3.1621 0.7800
N -0.5500 -0.5204 -1.6223
N -2.9282 -1.9120 0.6483
N -0.9275 -3.0605 0.4633
C -0.4781 0.7246 -2.2183
C -3.9219 0.3929 1.2702
C 0.9652 1.3358 -2.0493
C 2.5883 0.5392 2.0143
C -0.3926 3.4632 1.2780
C 2.1072 0.3379 -1.5748
C 0.2875 -0.0685 0.6217
C -4.1380 1.4475 0.1515
C 2.4934 -0.6371 1.7435
C -4.8223 0.8899 -0.8531
C 1.9066 -1.0110 -1.7432
C 4.1889 -1.4980 -1.3721
C -4.0465 -0.4279 -1.1665
C 0.4435 -1.6152 -2.0339
C 4.6393 -1.2230 2.6501
C 3.4277 0.8041 -1.8355
C -0.9190 -0.2719 -0.1287
C 2.9174 -2.0437 -1.5635
C 4.4941 0.1358 -1.3930
C -3.9481 -1.1655 0.4056
C 1.2396 -0.9710 0.9809
C 1.4918 1.5351 1.9478
C 0.3308 1.1117 1.3565
C -1.6274 -1.6267 0.2170
H -3.2382 1.9468 0.1047
H 1.2281 -2.0792 0.7973
H 0.3720 -2.3876 -1.3932
H 5.1215 -2.2232 -1.1512
H 5.1346 -0.3773 1.9779
H -1.5602 0.3894 -0.1384
H 2.8824 -3.1249 -1.4442
H -4.5831 2.2856 0.6765
H 1.6406 2.5763 2.1721
H 3.3526 1.0720 2.7536
H -4.6332 1.6055 -1.9019
H 5.6073 0.2583 -1.3044
H -4.8789 -1.6660 0.7347
H 0.8615 1.7990 -1.1634
H 0.3809 3.8966 1.0815
H 4.6137 -0.8556 3.8776
H -4.7267 -1.2674 -1.6081
H 5.3339 -2.1460 2.5894
H -4.7843 0.3166 2.1221
H -2.9768 0.5124 1.5173
H -1.1001 1.2080 -1.9239
H 1.1210 1.8899 -2.8901
H -0.5772 0.3970 -3.1332
H -0.4618 3.3341 2.5690
H -3.2545 -0.4964 -1.4725
H 0.1762 -1.8191 -2.9031
H 3.4716 1.9252 -1.7804
H -5.8493 0.5524 -0.7708
H -1.4688 3.9638 1.2651
*
```

ΔE to the lowest compared entry with this formula, charge and spin: 25.946 eV
Gap between HOMO and LUMO: 8.456 eV
Calculated total energy: -1355.36055 a.u.
LUMO: 0.02040 Ha